Computed, not measured: C4H6N2 in the gas phase, with the ωB97M-V functional and the def2-TZVPD basis.

Results
SMILES: C1=NN[C@@H]2C[C@H]12
LUMO energy in Ha: 0.038
Energy above the lowest of the compared OMol25 structures with the same formula, charge and spin in kcal per mole: 77.6

ORCA input file:
```
! wB97M-V def2-TZVPD RIJCOSX def2/J DEFGRID3
* xyz 0 1
C -1.31136 0.23450 0.74788
N -1.76334 -0.19103 -0.39473
N -0.64572 -0.22802 -1.27297
C 0.55932 0.08014 -0.72749
C 1.14940 -0.52259 0.53358
C 0.11451 0.54376 0.63890
H -1.97507 0.44402 1.53927
H -0.76292 -0.98051 -2.04981
H 1.22039 0.65266 -1.44362
H 2.16646 -0.00655 0.70978
H 1.04690 -1.62794 0.61406
H 0.20142 1.60156 1.10516
*
```



Computed, not measured: a molecular structure, C30H34BGeN7OPdS3, with the ωB97M-V functional and the def2-TZVPD basis.

Results
LUMO energy (alpha / beta) in Ha: 0.093 / 0.069
⟨S²⟩: 3.7957
Energy above the lowest of the compared OMol25 structures with the same formula, charge and spin in kcal per mole: 284.1

ORCA input file:
```
! wB97M-V def2-TZVPD RIJCOSX def2/J DEFGRID3
* xyz -1 4
Pd -1.26034 -0.77400 0.61226
C -1.61774 -4.72350 -0.13364
N -2.30154 -3.79850 -1.03874
C -2.39134 -3.92950 -2.37514
C -3.12354 -2.86980 -2.86734
N -3.48444 -2.06530 -1.84234
B -4.32954 -0.77400 -2.03764
N -3.48444 0.51720 -1.84234
C -3.12344 1.32170 -2.86734
C -2.39124 2.38150 -2.37514
N -2.30154 2.25050 -1.03874
C -1.61774 3.17550 -0.13374
C -2.97344 1.11500 -0.73384
S -3.15374 0.63730 0.61226
C -2.97344 -2.66300 -0.73384
S -3.15374 -2.18530 0.61226
H -1.16574 -5.56460 -0.70154
H -2.34324 -5.13770 0.59776
H -0.81174 -4.18760 0.41026
H -1.96304 -4.73880 -2.95244
H -3.36924 -2.70090 -3.90854
H -5.30184 -0.77400 -1.34874
H -4.70954 -0.77400 -3.17034
H -3.36914 1.15280 -3.90854
H -1.96294 3.19070 -2.95244
H -1.16564 4.01660 -0.70164
H -0.81174 2.63960 0.41026
H -2.34314 3.58970 0.59766
C -1.30234 5.25470 2.14296
C -0.19504 4.26330 2.46406
C -0.18004 3.12380 1.50066
N -0.85214 2.00330 1.65736
N -0.64334 1.12510 0.61226
C 0.17086 1.60750 -0.29884
N 0.52696 0.96230 -1.42514
S 0.74876 3.18600 0.05656
H -1.31094 6.06470 2.87906
H -2.28484 4.77040 2.15846
H -1.16354 5.69960 1.15166
H -0.34684 3.87090 3.47656
H 0.77236 4.77900 2.46996
H -0.05544 0.17270 -1.68224
H 0.85056 1.51490 -2.20904
O -0.76654 -2.29390 0.61226
C 3.13176 -4.80540 2.23486
C 3.41236 -3.60160 2.88846
C 2.86846 -2.40320 2.41476
C 2.03976 -2.40730 1.28416
C 1.76246 -3.61500 0.63046
C 2.30736 -4.81180 1.10576
Ge 1.27346 -0.77400 0.61226
C 1.85896 -0.54050 -1.20334
C 3.22206 -0.40860 -1.49644
C 3.63966 -0.24680 -2.82154
C 2.69686 -0.21890 -3.85434
C 1.33576 -0.35250 -3.56274
C 0.91646 -0.51340 -2.23844
C 1.70186 0.73570 1.73086
C 1.30246 0.73180 3.07406
C 1.60006 1.82080 3.89876
C 2.29636 2.91810 3.38386
C 2.69466 2.92680 2.04346
C 2.39806 1.83800 1.21646
H 3.55286 -5.73200 2.60266
H 4.05136 -3.59720 3.76206
H 3.09486 -1.47940 2.92916
H 1.12446 -3.62850 -0.24424
H 2.09046 -5.74350 0.59956
H 3.95646 -0.43170 -0.70124
H 4.69296 -0.14430 -3.04814
H 3.02046 -0.09490 -4.87964
H 0.60646 -0.33260 -4.36234
H -0.13874 -0.61830 -2.02004
H 0.76156 -0.11360 3.48046
H 1.29036 1.81430 4.93586
H 2.52576 3.76110 4.02256
H 3.23226 3.77750 1.64536
H 2.70946 1.85890 0.18136
*
```



Computed, not measured: 16 unconnected molecules or ions with the total composition C4H41NO15S, with the ωB97M-V functional and the def2-TZVPD basis.

Results
LUMO energy (alpha / beta) in Ha: -0.118 / -0.279
⟨S²⟩: 0.7543

ORCA input file:
```
! wB97M-V def2-TZVPD RIJCOSX def2/J DEFGRID3
* xyz 1 2
C -0.13000 -1.83175 -0.56932
N 0.85307 -1.27014 0.28321
C 0.68919 0.12552 0.71831
C 1.94960 0.53835 1.50557
S 1.57745 1.48528 2.99258
C 0.53691 0.98460 -0.53003
H 0.01079 -1.51975 -1.61132
H 0.00537 -2.91403 -0.62579
H -1.14351 -1.71267 -0.19744
H 1.84736 -1.36467 0.03266
H -0.18263 0.18947 1.35982
H 2.40628 -0.39757 1.83624
H 2.70550 0.99613 0.87164
H 1.13731 0.48721 3.77879
H 1.40373 0.86854 -1.17869
H -0.37954 0.74583 -1.07029
H 0.57501 2.03969 -0.26738
H -4.71502 -1.41827 0.77370
H -4.32776 0.05497 0.75548
O -4.25776 -0.75832 0.24424
H -0.81087 -5.46810 2.26611
H -0.95469 -4.23666 3.05087
O -1.41878 -5.07263 2.91034
H -2.22039 -0.40950 -5.00540
H -2.86199 -0.42581 -3.64613
O -2.20082 0.07808 -4.17032
H 4.98770 0.97343 0.58939
H 4.15017 2.00218 -0.11433
O 4.82952 1.33275 -0.29612
H 4.28159 -1.63942 -0.17862
H 4.61375 -2.53469 0.99243
O 3.93627 -1.91005 0.69708
H 4.14631 -0.48363 3.58147
H 4.51563 -1.23066 2.30614
O 4.89689 -0.70665 3.03203
H -2.95563 -2.91936 1.93748
H -3.85228 -4.16295 2.20261
O -3.85600 -3.20574 2.10657
H 4.63396 3.89697 -0.11601
H 3.19500 4.01887 -0.42163
O 3.77437 3.76050 0.31081
H 0.27871 2.76803 -2.11578
H 0.78097 3.58189 -3.15773
O 1.14363 2.95877 -2.51063
H -1.86650 2.49383 -4.01825
H -2.66317 1.82607 -2.96201
O -1.96980 2.48771 -3.06059
H 4.38943 -0.80421 -2.59259
H 5.10816 -0.37475 -1.34463
O 4.74710 -1.17166 -1.77578
H -5.37590 -0.99261 3.29549
H -4.21109 -1.33850 4.30506
O -4.48968 -0.76831 3.58393
H -2.92501 -2.28185 -2.02421
H -3.87044 -1.22010 -1.49477
O -3.35447 -1.46015 -2.29223
H -3.32122 4.52572 -0.76328
H -2.77246 3.71024 -1.95127
O -3.37057 4.43925 -1.71993
H -2.62033 1.44677 1.27327
H -2.14904 1.47509 -0.19347
O -2.87940 1.71345 0.38265
*
```



Computed, not measured: 2 unconnected molecules or ions with the total composition C2H4ClN3O3, with the ωB97M-V functional and the def2-TZVPD basis.

Results
SMILES: [H]/N=C(\Cl)C(N)=O.O=NO
LUMO energy in Ha: -0.007
Energy above the lowest of the compared OMol25 structures with the same formula, charge and spin in kcal per mole: 0.0

ORCA input file:
```
! wB97M-V def2-TZVPD RIJCOSX def2/J DEFGRID3
* xyz 0 1
H -0.83040 2.81642 0.74810
N -0.83009 1.81921 0.57228
C 0.26393 1.26824 0.32973
Cl 1.82660 2.00956 0.27170
C 0.27227 -0.23527 0.09539
N -0.95225 -0.72909 -0.12533
O 1.28415 -0.90474 0.10919
H -1.74374 -0.11420 -0.02478
H -1.06999 -1.72561 -0.20800
O 5.39213 0.09156 0.12415
N 4.25126 -0.22272 0.26798
O 3.94591 -1.47540 -0.17966
H 2.98023 -1.55518 -0.04992
*
```



Computed, not measured: a molecular structure, C20H21N3O3SW, with the ωB97M-V functional and the def2-TZVPD basis.

Results
LUMO energy (alpha / beta) in Ha: -0.278 / -0.278

ORCA input file:
```
! wB97M-V def2-TZVPD RIJCOSX def2/J DEFGRID3
* xyz 2 1
W 0.71485 0.25100 -1.23610
O 0.84826 -0.54321 0.60182
N 0.05438 -1.59190 0.96556
C -0.06397 -1.85379 2.27851
C -0.83929 -2.91131 2.67967
C -1.48782 -3.68585 1.71708
C -1.34167 -3.38338 0.37699
C -0.54783 -2.30611 0.00885
S -0.21782 -1.77766 -1.63129
H 0.48418 -1.19283 2.93303
H -0.92830 -3.12805 3.73414
H -2.10103 -4.52508 2.01632
H -1.82590 -3.96746 -0.39304
C -3.45485 -0.60444 2.59355
C -2.66136 0.11789 1.54848
C -2.94729 -0.06778 0.19790
C -2.29617 0.65965 -0.78475
C -2.76762 0.60668 -2.20902
C -1.25493 1.54611 -0.38680
C -0.98422 1.77894 0.99430
C -0.01469 2.84565 1.40673
C -1.66924 1.03277 1.92726
C -0.73505 2.54255 -1.38602
O -1.10139 3.65017 -1.57333
O 0.29789 1.94153 -2.06053
H -3.81062 -1.56972 2.23586
H -4.33528 -0.00930 2.84861
H -2.88438 -0.74383 3.51085
H -3.74053 -0.74833 -0.09027
H -3.19717 -0.36431 -2.44765
H -1.97950 0.82710 -2.92977
H -3.54609 1.36098 -2.34844
H 0.85035 2.90272 0.74235
H 0.33516 2.68789 2.42477
H -0.50605 3.82028 1.36425
H -1.47237 1.19196 2.98146
N 2.01672 0.13173 -3.08215
C 3.21680 0.29194 -2.29176
C 4.52893 0.37164 -2.68094
C 5.46313 0.53388 -1.66176
C 5.05439 0.60063 -0.33338
C 3.71348 0.50260 -0.02472
N 2.82312 0.35306 -1.01343
H 2.03879 -0.70611 -3.65908
H 1.83401 0.93605 -3.68315
H 4.81382 0.31746 -3.72246
H 6.51423 0.61022 -1.90689
H 5.77480 0.72843 0.46186
H 3.33516 0.53895 0.98655
*
```



Computed, not measured: a molecular structure, C23H19FFeN6OS4, with the ωB97M-V functional and the def2-TZVPD basis.

Results
LUMO energy in Ha: 0.152
Energy above the lowest of the compared OMol25 structures with the same formula, charge and spin in kcal per mole: 0.0

ORCA input file:
```
! wB97M-V def2-TZVPD RIJCOSX def2/J DEFGRID3
* xyz -2 1
Fe -0.15037 -0.63224 -0.72500
N -2.75423 -4.08733 -1.13683
C -1.85934 -3.02799 -1.11061
S -2.15112 -1.71816 -0.07644
N -0.84738 -3.16156 -1.94971
N -0.01167 -2.09374 -1.90837
C 0.97017 -2.08008 -2.75324
C 1.83380 -0.93185 -2.67034
C 2.92059 -0.71455 -3.51873
C 3.66856 0.43591 -3.37228
C 3.31993 1.34267 -2.37907
C 2.23451 1.05530 -1.56777
N 1.50404 -0.04712 -1.70332
H -3.25611 -4.20339 -0.27204
H -2.34866 -4.93303 -1.50874
H 1.11487 -2.88376 -3.46572
H 3.15221 -1.44684 -4.28186
H 4.51148 0.62905 -4.02552
H 3.87112 2.26116 -2.23070
H 1.91795 1.71990 -0.77201
S -0.31458 1.35726 0.59606
C -0.73254 2.59795 -0.54639
C -0.64714 3.94227 -0.17808
C -0.95410 4.98226 -1.05202
C -0.84230 6.33826 -0.60939
N -0.74516 7.42390 -0.23309
C -1.36444 4.66955 -2.35981
C -1.45698 3.33665 -2.74120
C -1.16050 2.27831 -1.87108
S -1.35543 0.64437 -2.38727
C -1.68403 5.70015 -3.30249
N -1.95082 6.52482 -4.06232
H -0.32833 4.18017 0.82918
H -1.77435 3.09863 -3.74851
C -2.51337 -0.23429 3.01788
S -1.36137 -0.81941 4.25420
C -2.53038 -0.77394 5.63527
O -1.10910 -2.25798 3.99848
H -2.85744 0.75845 3.31310
H -3.33558 -0.94461 2.92955
H -1.97399 -0.14733 2.07618
H -2.84039 0.25333 5.82956
H -2.01400 -1.17941 6.50381
H -3.38747 -1.40000 5.38438
F 3.41076 -3.48485 3.51739
C 2.61372 -2.85597 2.58649
C 2.67759 -1.48799 2.46044
C 1.86132 -0.87129 1.51095
C 0.96813 -1.56738 0.68061
C 0.96937 -2.95849 0.86992
C 1.77147 -3.61156 1.80259
H 3.34822 -0.91642 3.09278
H 1.92803 0.20972 1.42711
H 0.30906 -3.57974 0.27298
H 1.73574 -4.68768 1.93106
*
```